(1)
Here is one molecule with the formula C21H17F4N3O4S in a non-equilibrium geometry from the OMol25 dataset. Energies are from the ωB97M-V functional and the def2-TZVPD basis.

The calculation puts the calculated total energy at -56416.94512 eV. For the HOMO energy, the calculation gives -8.9484 eV. As for the multiplicity: 1. Its SMILES is COc1cc(F)ccc1-c1ccncc1N(C)C(=O)c1cc(C(F)(F)F)nc(S(C)(=O)=O)c1. The value obtained for the energy above the lowest of the compared OMol25 structures with the same formula, charge and spin is 0.0 kcal per mole. As for the total charge: 0. The LUMO energy is -0.614 eV.

Last column: natural (NBO) charge in e.
Geometry (Å):
N (-2.196, -2.730, 3.019)  -0.387
H (-0.083, -0.484, 1.567)  0.258
C (-0.337, -2.571, 5.623)  -0.864
H (-3.729, -2.222, 0.059)  0.249
O (0.358, -0.319, 4.340)  -0.954
H (1.044, 3.474, 2.579)  0.204
C (0.634, 2.696, -2.823)  -0.234
H (-1.389, -2.370, 5.785)  0.257
H (2.779, 0.305, 1.821)  0.247
C (2.467, 0.274, 0.789)  -0.395
H (-3.114, 1.472, 0.994)  0.197
H (2.581, 2.598, 2.346)  0.187
N (-1.516, 3.585, -3.205)  -0.408
C (1.214, 1.003, -1.126)  -0.163
H (1.710, 2.744, -3.058)  0.223
C (-1.781, -0.296, -0.537)  0.667
C (-0.983, -1.158, 1.648)  -0.191
O (1.506, -2.282, 3.724)  -0.916
C (-2.044, 1.684, 0.825)  -0.404
O (-1.806, -0.836, -1.637)  -0.561
F (-4.429, -4.293, 3.385)  -0.306
N (-1.698, 1.092, -0.418)  -0.468
F (-5.391, -3.162, 1.851)  -0.320
C (-1.966, 2.764, -2.236)  0.049
H (0.144, 4.125, -4.316)  0.196
H (-0.226, -3.643, 5.476)  0.261
C (0.213, 1.841, -1.795)  0.016
H (-1.428, 1.332, 1.681)  0.206
H (0.307, -2.273, 6.467)  0.275
H (-1.916, 2.732, 0.758)  0.228
C (-1.134, 1.895, -1.436)  0.122
H (1.562, -0.236, -2.886)  0.233
H (-3.010, 2.779, -2.006)  0.193
F (3.695, -1.752, 0.769)  -0.316
S (0.196, -1.746, 4.134)  2.095
C (1.735, -0.060, -1.832)  -0.145
C (2.889, -0.857, 0.116)  0.427
C (-2.959, -2.131, 0.826)  -0.150
H (2.966, -1.819, -1.757)  0.229
C (-1.120, -1.933, 2.831)  -0.037
C (-3.078, -2.873, 2.038)  0.094
C (1.600, 1.214, 0.218)  0.403
H (1.149, 1.761, 2.924)  0.204
C (1.492, 2.543, 2.260)  -0.263
C (-4.251, -3.831, 2.140)  0.959
O (1.094, 2.297, 0.880)  -0.522
C (-1.940, -1.174, 0.657)  -0.089
C (2.542, -0.993, -1.200)  -0.308
C (-0.233, 3.494, -3.500)  0.035
F (-4.127, -4.900, 1.308)  -0.311

Atoms 1-3, force components in eV/Å:
N 1.184 -0.001 0.510
H -1.010 -0.761 0.060
C -0.184 -0.440 -0.272

***

(2)
Here is C21H17N5S2V as an isolated structure from the OMol25 dataset. Energies are from the ωB97M-V functional and the def2-TZVPD basis.

As for the expectation value of S²: 2.02. The calculation puts the calculated total energy at -76858.00603 eV. For the HOMO energy (alpha / beta), the calculation gives -11.2023 / -11.3874 eV. As for the multiplicity: 3. As for the total charge: +1. The LUMO energy (alpha / beta) is -3.764 / -3.812 eV.

Last column: Löwdin charge in e.
Geometry (Å):
H (-2.765, 2.622, -2.918)  0.118
H (0.721, 3.911, -2.575)  0.075
H (5.070, 1.370, -1.014)  0.096
H (0.242, -4.496, 1.931)  0.103
C (0.099, 1.717, 2.537)  -0.007
V (0.640, -0.228, -0.533)  0.734
C (0.182, 0.326, 2.529)  -0.280
C (0.330, 0.265, 4.951)  -0.066
N (0.168, -0.485, 1.401)  -0.036
C (-0.219, 2.101, -1.992)  -0.235
C (0.471, -2.253, -0.669)  -0.233
C (0.299, -0.387, 3.722)  -0.437
H (0.646, -2.850, -2.725)  0.105
H (0.014, 2.273, 1.611)  0.111
H (0.356, -6.091, 0.050)  0.112
H (-2.153, -1.688, -0.690)  0.125
N (-1.300, 0.082, -1.277)  0.015
C (-2.339, -0.744, -1.187)  -0.071
H (-4.708, 1.084, -2.738)  0.124
C (0.492, -4.549, -1.441)  -0.060
C (0.322, -4.132, 0.913)  -0.038
H (0.415, -0.287, 5.877)  0.118
C (-3.749, 0.801, -2.325)  -0.016
C (0.246, 1.643, 4.951)  -0.063
H (-4.401, -1.124, -1.604)  0.120
C (-0.280, 3.510, -2.467)  -0.003
C (0.136, 2.362, 3.756)  -0.061
C (0.386, -5.027, -0.139)  -0.061
H (-0.802, 3.573, -3.423)  0.092
H (4.387, 2.886, -1.526)  0.115
H (0.546, -5.252, -2.263)  0.111
S (0.397, -2.089, 3.385)  1.186
C (-3.585, -0.422, -1.700)  -0.017
N (2.048, 2.159, -1.626)  0.010
H (0.079, 3.442, 3.791)  0.112
C (-2.666, 1.665, -2.429)  0.018
C (0.286, -1.766, 1.704)  -0.506
C (0.359, -2.765, 0.640)  -0.263
N (0.856, 1.493, -1.617)  -0.102
S (2.935, -0.332, -0.876)  0.711
C (3.050, 1.374, -1.293)  -0.801
H (-0.836, 4.119, -1.750)  0.105
N (4.267, 1.926, -1.247)  0.105
C (-1.449, 1.273, -1.898)  -0.190
C (0.540, -3.185, -1.699)  -0.091
H (0.268, 2.175, 5.891)  0.114

Atoms 1-3, force components in eV/Å:
H -0.008 0.005 -0.005
H 0.003 0.003 0.006
H 0.000 -0.009 -0.011

***

(3)
Here is C21H17O5S3 as an isolated structure in a non-equilibrium geometry from the OMol25 dataset. Energies are from the ωB97M-V functional and the def2-TZVPD basis.

The calculation puts the calculated total energy at -64794.20332 eV. For the HOMO energy, the calculation gives -3.5757 eV. As for the multiplicity: 1. The value obtained for the energy above the lowest of the compared OMol25 structures with the same formula, charge and spin is 12.9 kcal per mole. As for the total charge: -1. The LUMO energy is 2.632 eV.

Last column: natural (NBO) charge in e.
Geometry (Å):
H (-4.928, 0.132, -0.286)  0.253
H (-1.041, -1.605, -2.196)  0.218
C (-6.267, -3.060, -3.435)  -0.334
H (-11.705, 3.353, -0.841)  0.213
H (-7.708, 4.786, 0.031)  0.232
S (-7.903, 0.492, -2.237)  2.180
C (-8.397, 4.049, -0.382)  -0.218
C (-9.784, 4.202, -0.326)  -0.207
H (-5.975, -1.001, -3.900)  0.228
H (-10.713, 1.314, -1.922)  0.232
C (-7.046, -5.787, -3.902)  -0.255
H (-7.988, -5.292, -4.192)  0.181
C (-0.170, -2.301, -0.330)  -0.220
H (-7.204, -6.861, -3.766)  0.193
O (-8.008, 0.551, -3.681)  -0.940
C (-5.348, -0.039, -1.312)  -0.051
C (-10.091, 2.095, -1.487)  -0.178
H (-0.844, -0.988, 2.719)  0.198
C (-5.940, -1.746, -3.106)  -0.103
H (-5.594, -4.517, -0.420)  0.217
H (-4.753, -2.206, 0.024)  0.220
H (-2.405, 0.419, 1.302)  0.218
C (-5.645, -3.737, -1.173)  -0.271
C (-1.820, -0.388, 0.873)  -0.262
C (-1.027, -1.537, -1.112)  -0.237
C (-6.165, -4.065, -2.443)  0.309
C (-8.705, 1.956, -1.541)  -0.311
O (-8.415, -0.652, -1.517)  -0.929
C (-0.963, -1.174, 1.649)  -0.216
H (0.543, -2.972, -0.806)  0.197
C (-5.507, -1.402, -1.806)  -0.127
C (-1.926, -0.614, -0.523)  -0.177
O (-5.497, 2.567, 0.186)  -0.931
C (-10.626, 3.231, -0.878)  -0.210
S (-2.987, 0.185, -1.577)  -0.213
C (-6.253, 0.918, -1.716)  -0.853
H (0.435, -2.849, 1.689)  0.197
C (-0.189, -2.191, 1.070)  -0.271
C (-5.249, -2.447, -0.911)  -0.135
H (-10.199, 5.088, 0.150)  0.213
S (-6.095, 2.579, -1.133)  2.181
O (-5.567, 3.407, -2.187)  -0.917
H (-6.660, -3.300, -4.431)  0.212
H (-6.271, -5.602, -4.664)  0.181
C (-7.868, 2.910, -0.990)  -0.197
O (-6.614, -5.341, -2.592)  -0.507

Atoms 1-3, force components in eV/Å:
H -0.780 -0.578 -1.119
H 0.058 -0.150 0.172
C -0.022 -0.741 0.555

***

(4)
Here is C21H18BCl2N9ORu as an isolated structure from the OMol25 dataset. Energies are from the ωB97M-V functional and the def2-TZVPD basis.

As for the expectation value of S²: 0.75. The calculation puts the calculated total energy at -65829.77505 eV. For the HOMO energy (alpha / beta), the calculation gives -10.6017 / -10.5525 eV. As for the multiplicity: 2. The value obtained for the energy above the lowest of the compared OMol25 structures with the same formula, charge and spin is 0.0 kcal per mole. As for the total charge: +1. The LUMO energy (alpha / beta) is -2.987 / -4.421 eV.

Last column: natural (NBO) charge in e.
Geometry (Å):
N (-0.328, 1.638, 0.736)  -0.297
N (1.745, -0.226, -0.487)  -0.280
H (-2.869, 3.244, -1.031)  -0.009
H (4.660, -1.147, -1.670)  0.256
N (-0.293, -1.530, 1.286)  -0.400
C (-0.287, -4.246, -1.088)  -0.110
C (3.717, 0.698, -0.920)  0.007
N (-1.315, 1.963, -2.066)  -0.308
C (0.039, 0.764, -3.250)  0.000
H (0.727, -0.042, -3.450)  0.234
C (0.422, 2.136, 1.725)  -0.051
C (-4.282, 0.917, -0.199)  0.035
H (-0.260, 1.891, -5.141)  0.248
C (0.063, 3.460, 1.970)  -0.334
H (-0.397, -0.264, 2.885)  0.213
C (-0.475, 1.745, -4.098)  -0.334
B (-2.153, 2.314, -0.820)  0.526
C (-0.348, -3.637, 3.082)  -0.110
H (-1.963, 3.322, -3.538)  0.236
Cl (-0.285, -4.495, -2.796)  0.049
H (-3.049, -2.077, 0.170)  0.231
H (-0.449, -2.107, 4.570)  0.242
H (2.171, -2.162, -1.131)  0.244
C (-4.547, -0.414, 0.084)  -0.329
N (-2.970, 1.061, -0.406)  -0.296
Cl (-0.284, -6.606, 2.149)  0.037
N (2.475, 0.906, -0.466)  -0.311
C (-0.363, -1.301, 2.575)  0.089
C (-0.955, 3.714, 1.069)  0.030
H (-5.503, -0.861, 0.286)  0.251
C (-0.286, -2.819, 0.817)  0.073
C (-0.393, -2.345, 3.518)  -0.260
H (0.472, 4.129, 2.705)  0.253
Ru (-0.336, -0.198, -0.300)  0.986
C (-0.273, -5.363, -0.234)  -0.203
N (-0.472, 0.914, -2.033)  -0.265
C (-0.283, -5.212, 1.124)  -0.063
H (-1.546, 4.599, 0.904)  0.241
H (1.163, 1.522, 2.213)  0.229
C (-3.309, -1.039, 0.033)  0.013
C (3.806, -0.633, -1.267)  -0.325
N (-1.167, 2.611, 0.341)  -0.288
C (-1.336, 2.478, -3.305)  0.014
O (-0.339, -1.877, -1.362)  -0.642
C (-0.298, -3.918, 1.697)  -0.032
H (2.053, 1.764, -0.147)  0.435
C (-0.307, -2.957, -0.597)  0.329
H (-0.262, -6.351, -0.673)  0.256
N (-2.365, -0.144, -0.271)  -0.260
C (2.549, -1.165, -0.986)  0.020
H (-4.944, 1.762, -0.280)  0.238
H (-0.363, -4.460, 3.784)  0.246
H (4.439, 1.495, -0.960)  0.244

Atoms 1-3, force components in eV/Å:
N 0.161 -0.305 -0.022
N 0.175 0.227 -0.076
H -0.009 0.018 0.049

***

(5)
Here is one molecule with the formula C21H18F2N4O4S in a non-equilibrium geometry from the OMol25 dataset. Energies are from the ωB97M-V functional and the def2-TZVPD basis.

The calculation puts the calculated total energy at -52485.26844 eV. For the HOMO energy, the calculation gives -7.8776 eV. As for the multiplicity: 1. Its SMILES is Cc1cc(-c2cc(S(=O)(=O)N(C)C)cnc2Oc2ccc(F)cc2F)n2cc[nH]c(=O)c12. The value obtained for the energy above the lowest of the compared OMol25 structures with the same formula, charge and spin is 93.4 kcal per mole. As for the total charge: 0. The LUMO energy is -0.162 eV.

Last column: natural (NBO) charge in e.
Geometry (Å):
C (1.681, 2.416, 0.150)  0.228
O (1.151, 2.093, -1.092)  -0.484
C (-1.597, -0.391, -1.243)  -0.121
C (4.164, -0.797, -1.593)  -0.024
H (1.148, -2.126, 3.592)  0.214
C (1.656, -2.687, 2.811)  -0.642
H (4.626, 2.492, 1.870)  0.248
H (-0.193, 3.129, 0.977)  0.240
H (0.694, 3.468, 3.252)  0.226
C (2.748, 3.047, 2.750)  0.400
O (-3.913, -1.299, -3.654)  -0.911
C (-0.098, 1.531, -1.215)  0.522
H (-5.513, -0.787, 0.738)  0.219
H (-6.715, -1.428, -1.685)  0.202
C (1.345, 3.140, 2.456)  -0.267
C (-0.312, 0.174, -0.824)  -0.112
H (5.799, -1.963, -0.509)  0.439
C (-4.719, -0.319, 0.008)  -0.441
C (-5.811, -2.013, -1.351)  -0.425
H (-0.553, -1.025, 1.908)  0.242
H (-1.965, -1.400, -1.029)  0.259
C (1.655, -1.788, 1.641)  0.014
C (0.832, 2.852, 1.172)  -0.253
O (-4.969, 0.820, -3.020)  -0.910
C (3.083, 2.342, 0.448)  0.369
H (-3.802, -0.194, 0.509)  0.201
N (-1.063, 2.201, -1.836)  -0.434
C (2.724, -0.502, -1.464)  -0.081
C (2.653, -1.525, 0.769)  -0.027
H (-5.659, -2.780, -2.178)  0.238
H (2.664, -2.902, 3.212)  0.241
H (4.686, -0.683, -2.502)  0.221
C (-2.480, 0.392, -1.964)  -0.344
S (-4.076, -0.293, -2.550)  2.174
O (4.686, -2.363, 1.522)  -0.579
C (0.378, -1.095, 1.285)  -0.264
F (4.072, 2.006, -0.413)  -0.309
H (2.178, -0.082, -2.283)  0.232
H (-6.027, -2.527, -0.464)  0.209
C (4.060, -1.844, 0.674)  0.663
H (-2.835, 2.340, -2.873)  0.244
N (2.040, -0.812, -0.217)  -0.319
F (3.215, 3.070, 3.990)  -0.301
C (0.658, -0.645, 0.014)  0.121
H (1.154, -3.595, 2.553)  0.220
N (-4.591, -1.185, -1.158)  -0.648
C (-2.223, 1.675, -2.210)  0.067
H (-4.990, 0.725, -0.209)  0.212
N (4.822, -1.466, -0.463)  -0.639
C (3.536, 2.603, 1.698)  -0.331

Atoms 1-3, force components in eV/Å:
C 0.362 -0.197 0.426
O 0.121 0.401 -0.125
C 1.823 0.504 0.843